1.
This record from OMol25 describes a molecular structure, C20H20N4O4PtS in a non-equilibrium geometry. The level of theory is ωB97M-V/def2-TZVPD.

Last column: natural (NBO) charge in e.
Element x y z (Å)
Pt: -1.3004 0.8739 -1.1092  1.454
S: -2.1412 1.4222 -3.4858  2.371
O: -0.9934 2.1965 -2.9491  -0.958
O: -2.2326 1.8030 0.3613  -0.556
O: -2.9361 1.0601 -2.2275  -0.884
O: -2.8494 1.9391 -4.5854  -0.808
N: -3.6291 1.6574 2.0844  -0.689
N: 1.7442 0.7016 1.6954  -0.311
N: 4.5120 2.2769 7.6882  -0.204
N: 0.4088 0.7533 -0.0355  -0.510
C: 0.5038 -1.5811 -3.9744  -0.194
C: -2.1877 -0.7199 -0.2012  -0.407
C: 3.6111 0.5873 3.2661  -0.227
C: -0.0489 -0.3376 -3.7125  -0.206
C: -1.7142 -2.4823 -4.3160  -0.166
C: 1.5902 1.7512 3.9029  -0.254
C: 2.1593 2.0705 5.1218  -0.119
C: -2.2798 -1.2644 -4.0505  -0.179
C: -2.8272 1.0758 1.2407  0.708
C: -2.4685 -0.3710 1.2558  -0.545
C: 3.4541 1.6511 5.4177  -0.129
C: -1.4402 -0.1738 -3.7664  -0.394
C: 2.3251 1.0182 2.9806  0.203
C: 0.6348 1.2442 1.1793  0.210
C: -0.3125 -2.6689 -4.2723  0.080
C: 0.2484 -4.0242 -4.5368  -0.656
C: 2.2392 -0.1938 0.7760  -0.029
C: 4.1730 0.9034 4.4915  -0.126
C: 1.4063 -0.1630 -0.2928  -0.078
C: 4.0443 1.9983 6.6783  0.229
H: -0.2066 -4.7569 -3.8672  0.247
H: -3.1106 -0.7745 -0.7755  0.242
H: -1.5818 -1.6138 -0.3339  0.243
H: 4.1968 0.0261 2.5542  0.231
H: 1.3287 -4.0551 -4.4242  0.237
H: 0.5752 0.5358 -3.5633  0.261
H: -0.0058 -4.3415 -5.5513  0.261
H: -3.8381 2.6450 1.9934  0.451
H: -1.5798 -0.4746 1.8848  0.270
H: 1.5785 -1.7071 -3.9819  0.235
H: -3.3524 -1.1233 -4.0941  0.255
H: 3.1267 -0.7732 0.9445  0.260
H: -3.2403 -1.0097 1.6874  0.280
H: -4.1326 1.1243 2.7788  0.445
H: 0.0609 2.0251 1.6437  0.240
H: -2.3395 -3.3279 -4.5728  0.248
H: 0.5801 2.0767 3.7016  0.213
H: 1.6012 2.6429 5.8490  0.251
H: 5.1753 0.5747 4.7268  0.257
H: 1.4708 -0.6969 -1.2248  0.247

## Properties
Calculated total energy   -1810.98687 Ha
Kohn-Sham gap (spin up / spin down)   5.328 / 5.329 eV
Multiplicity   1
Charge   +2

***

2.
This record from OMol25 describes a molecular structure, C20H20N6O4RhS. The level of theory is ωB97M-V/def2-TZVPD.

Last column: natural (NBO) charge in e.
Element x y z (Å)
Rh: -0.4002 0.7257 0.1963  1.149
S: 1.8990 4.5621 0.6054  0.588
O: -2.6755 2.2413 -0.3302  -0.462
O: 0.8747 0.4809 2.8346  -0.542
O: 3.9008 1.8025 -0.9458  -0.681
O: 1.8081 0.3726 -0.4955  -0.777
N: -1.9043 -0.9685 0.0970  -0.477
N: -1.9670 1.8139 0.6030  0.096
N: 0.4836 2.5395 0.1256  -0.411
N: -0.2511 0.7931 2.1236  -0.079
N: 1.9275 -1.4371 0.9009  -0.489
N: 0.5915 -1.3898 0.6869  -0.297
C: 0.2776 3.3923 -0.9288  -0.046
C: 0.9774 4.5469 -0.8304  -0.421
C: 4.7302 -1.2308 0.9528  -0.142
C: -2.2217 1.9721 1.8894  0.045
C: 5.9557 1.0123 -0.1298  -0.281
C: -1.5777 -2.1713 0.6208  0.176
C: -1.1442 1.7608 4.1880  -0.681
C: 6.0907 -1.0684 1.0843  -0.258
C: -4.1529 -1.7362 -0.1497  -0.248
C: 6.6986 0.0645 0.5409  -0.145
C: -3.4383 2.6782 2.3838  -0.663
C: 2.4943 -0.4501 0.1917  0.603
C: 4.5782 0.8468 -0.2757  0.354
C: 1.3148 3.0358 1.0144  -0.151
C: -2.5169 -3.1739 0.8122  -0.221
C: -0.1584 -2.3883 0.9090  0.026
C: -3.1678 -0.7757 -0.2934  0.060
C: -1.1770 1.4689 2.7310  0.290
C: -3.8285 -2.9511 0.4288  -0.120
C: 3.9499 -0.2816 0.2789  -0.207
H: 7.7671 0.2028 0.6402  0.223
H: 1.3639 -0.2211 2.3326  0.519
H: -5.1544 -1.5184 -0.4905  0.243
H: -0.4010 3.1104 -1.7183  0.251
H: -3.9310 2.0939 3.1612  0.237
H: 2.9767 1.4844 -1.0153  0.506
H: 6.4139 1.8906 -0.5629  0.231
H: -4.1283 2.8249 1.5572  0.264
H: -3.1998 3.6567 2.8044  0.239
H: -3.3869 0.1898 -0.7314  0.237
H: 4.2356 -2.0994 1.3643  0.235
H: -2.2064 -4.1156 1.2426  0.239
H: -4.5789 -3.7173 0.5661  0.239
H: 0.9901 5.3694 -1.5240  0.274
H: 1.6379 2.4940 1.8895  0.263
H: 0.2246 -3.3538 1.2288  0.211
H: -1.3677 2.8145 4.3511  0.251
H: -0.1833 1.5117 4.6261  0.264
H: -1.9201 1.1824 4.6937  0.261
H: 6.6821 -1.8124 1.5983  0.224

## Properties
Calculated total energy   -1912.04174 Ha
Kohn-Sham gap   6.262 eV
Multiplicity   1
Charge   +1

***

3.
This record from OMol25 describes 2 unconnected molecules or ions with the total composition C20H20NO2 in a non-equilibrium geometry. The level of theory is ωB97M-V/def2-TZVPD.

Last column: natural (NBO) charge in e.
Element x y z (Å)
O: 6.0399 1.6326 -0.2831  -0.450
O: -3.9615 -0.3341 1.3218  -0.525
N: 1.8921 -4.5141 0.5282  -1.090
C: -6.0903 2.0030 -1.4097  -0.211
C: -1.6055 0.2418 1.4326  -0.209
C: 3.7345 -1.1373 -0.6195  -0.071
C: 2.4645 -0.5983 -0.2614  -0.225
C: 3.5688 1.6058 -0.1262  -0.324
C: -0.2947 -0.0098 1.0473  -0.138
C: 6.1205 2.9866 0.1902  -0.265
C: -5.6003 -0.1572 -0.4270  -0.279
C: -4.7067 0.4580 0.4462  0.350
C: 4.8729 -0.3809 -0.6455  -0.277
C: -6.2806 0.6206 -1.3613  -0.189
C: -5.2037 2.6030 -0.5143  -0.190
C: 0.0505 -1.1414 0.2373  -0.183
C: 2.4156 0.8326 -0.1364  -0.026
C: -1.0519 -1.9110 -0.2553  -0.095
C: -4.4993 1.8341 0.4110  -0.287
C: -2.3508 -1.6789 0.1440  -0.255
C: 1.3665 -1.4997 -0.1810  0.130
C: 4.8323 1.0063 -0.3505  0.430
C: -2.6329 -0.5916 0.9833  0.381
H: 1.4882 -2.4870 -0.6057  0.264
H: 2.7773 -5.0281 0.4625  0.370
H: -0.8105 -2.7530 -0.9128  0.231
H: 5.7430 3.0745 1.2148  0.194
H: -6.6452 2.6101 -2.1349  0.229
H: 5.5767 3.6725 -0.4670  0.192
H: 1.4858 1.3774 -0.0205  0.222
H: 3.5581 2.6819 0.0601  0.242
H: 1.2069 -5.2738 0.6146  0.373
H: 3.7621 -2.2124 -0.7875  0.234
H: -6.9770 0.1422 -2.0511  0.227
H: 1.9250 -4.1253 1.4809  0.361
H: -1.8744 1.0490 2.1133  0.239
H: -3.1547 -2.3377 -0.1823  0.249
H: -3.8142 2.2924 1.1182  0.220
H: 7.1805 3.2300 0.1735  0.226
H: -5.0716 3.6858 -0.5332  0.225
H: -5.7465 -1.2311 -0.3591  0.228
H: 0.4829 0.6130 1.4810  0.224
H: 5.8279 -0.8507 -0.8356  0.251

## Properties
Calculated total energy   -979.07335 Ha
Kohn-Sham gap   6.194 eV
Multiplicity   1
Charge   +1

***

4.
This record from OMol25 describes a molecular structure, C20H21AsCl2N3PdS2. The level of theory is ωB97M-V/def2-TZVPD.

Last column: natural (NBO) charge in e.
Element x y z (Å)
Pd: 1.0431 0.9167 1.4466  0.810
As: -0.8695 -0.9918 -0.3425  1.311
Cl: -0.4229 2.8008 3.0149  0.023
Cl: -1.0291 -0.0466 3.1526  0.006
S: 2.4403 -0.8820 0.6147  0.211
S: 2.5727 2.6200 0.6792  -0.066
N: 3.4447 1.9834 3.1513  -0.428
N: 2.4319 1.0178 3.2696  -0.630
N: 4.5572 3.6393 2.0501  -0.715
C: -0.4888 0.8361 -0.7553  -0.387
C: -2.5509 -1.5817 -0.9274  -0.304
C: 0.5097 1.1629 -1.6925  -0.215
C: -3.4252 -0.7037 -1.5820  -0.217
C: -2.9219 -2.9047 -0.6334  -0.223
C: -0.1917 3.4621 -1.5834  -0.119
C: -4.1563 -3.3584 -1.0536  -0.176
C: 2.5216 -3.8596 -1.9560  -0.180
C: 2.8370 -2.9218 -0.9899  -0.091
C: -1.1689 3.1469 -0.6466  -0.191
C: 1.8584 -2.0127 -0.5104  -0.281
C: 0.5338 -2.0999 -1.0228  -0.290
C: 0.2362 -3.0440 -1.9808  -0.188
C: -5.0160 -2.4987 -1.7346  -0.099
C: -1.5368 1.5832 3.6822  -0.376
C: -4.6524 -1.1801 -1.9999  -0.183
C: 1.2323 -3.9178 -2.4582  -0.075
C: -1.3254 1.8352 -0.2276  -0.248
C: 0.6450 2.4765 -2.1033  -0.200
C: 3.5853 2.7478 2.0566  0.330
H: -1.8191 3.9195 -0.2587  0.257
H: -3.1357 0.3186 -1.7938  0.231
H: -2.2563 -3.5652 -0.0903  0.236
H: 1.1393 0.3932 -2.1216  0.240
H: -0.0864 4.4849 -1.9215  0.259
H: 4.7008 4.2226 1.2389  0.449
H: -2.1147 1.5744 0.4688  0.237
H: 4.0763 2.0880 3.9355  0.424
H: 2.8590 0.1095 3.4451  0.412
H: -1.4979 1.6214 4.7648  0.267
H: 5.1825 3.7818 2.8313  0.434
H: -0.7669 -3.1232 -2.3796  0.254
H: 0.9749 -4.6461 -3.2161  0.264
H: 3.2802 -4.5423 -2.3140  0.272
H: -5.9832 -2.8598 -2.0586  0.258
H: -2.5350 1.7777 3.3079  0.257
H: -5.3289 -0.5290 -2.5365  0.258
H: -4.4570 -4.3763 -0.8471  0.257
H: 3.8424 -2.8618 -0.5931  0.257
H: 1.8411 1.2546 4.0649  0.411
H: 1.3913 2.7326 -2.8437  0.261

## Properties
Calculated total energy   -5018.35294 Ha
Kohn-Sham gap (spin up / spin down)   8.885 / 5.976 eV
<S²>   6.0411
Multiplicity   5
Charge   +3